Entry one
Computed, not measured: a 3-piece molecular cluster, C3H12N2O2 overall, with ωB97M-V/def2-TZVPD.

Structure (XYZ):
```
19
Properties=species:S:1:pos:R:3:mulliken_charge:R:1
C 2.073 0.372 2.181 -1.125
C 0.973 0.060 1.175 -0.287
N 1.229 0.671 -0.165 -0.398
C 0.781 0.058 -1.201 -0.043
N -0.517 -0.084 -1.573 -0.389
H 2.916 -0.301 1.960 0.257
H 2.471 1.378 2.115 0.269
H 1.956 0.270 3.272 0.340
H 0.771 -0.979 0.957 0.444
H 0.059 0.518 1.607 0.187
H 1.513 0.041 -2.025 0.303
H -1.313 0.318 -1.112 0.213
H -0.720 -0.399 -2.497 0.219
O -5.485 -3.859 -1.497 -0.648
H -5.968 -4.200 -0.740 0.322
H -6.159 -3.802 -2.205 0.325
O 1.494 3.524 0.090 -0.648
H 1.816 2.616 0.255 0.346
H 2.112 3.799 -0.596 0.309
```

Properties
Kohn-Sham gap: 8.7 eV

***

Entry two
Computed, not measured: a 2-piece molecular cluster, C3H12N2O2 overall, with ωB97M-V/def2-TZVPD.

Structure (XYZ):
```
19
Properties=species:S:1:pos:R:3:mulliken_charge:R:1
N -1.813 -0.445 -1.659 -0.732
C -1.298 0.232 -0.513 0.980
N -1.940 1.513 -0.372 -0.663
O -1.439 -0.515 0.662 -0.550
H -1.490 -1.406 -1.666 0.245
H -2.827 -0.457 -1.610 0.253
H -0.177 0.351 -0.658 -0.411
H -2.018 1.973 -1.269 0.237
H -1.417 2.098 0.269 0.242
H -0.874 -0.052 1.323 0.377
C 1.801 -1.256 0.337 -0.776
C 1.780 0.257 0.321 -0.512
O 0.813 0.800 1.492 -0.608
H 2.469 -1.627 -0.441 0.317
H 0.793 -1.642 0.171 0.258
H 2.139 -1.629 1.301 0.321
H 2.726 0.686 0.661 0.365
H 1.628 0.686 -0.670 0.369
H 1.143 0.432 2.320 0.290
```

Properties
Kohn-Sham gap: 9.9 eV

***

Most stable to least stable, the ends of the list are entry two and entry one.

***

Entry one
Computed, not measured: a 3-piece molecular cluster, C3H12N2O2 overall, with ωB97M-V/def2-TZVPD.

Structure (XYZ):
```
19
Properties=species:S:1:pos:R:3:mulliken_charge:R:1
C -1.645 0.845 0.845 -1.254
C -1.079 1.120 -0.504 0.794
N -1.352 2.438 -1.015 -0.742
C -0.083 0.435 -1.110 -0.547
N 0.205 0.622 -2.514 -0.708
H -1.202 -0.092 1.109 0.290
H -1.415 1.657 1.518 0.363
H -2.691 0.932 0.629 0.337
H -1.460 3.169 -0.303 0.273
H -0.463 2.806 -1.357 0.253
H 0.382 -0.413 -0.619 0.339
H -0.584 1.229 -2.830 0.332
H -0.023 -0.230 -3.018 0.258
O -1.510 -2.226 -1.081 -0.612
H -0.737 -2.717 -0.761 0.328
H -1.912 -2.802 -1.781 0.295
O 4.722 -2.263 4.505 -0.649
H 4.251 -1.549 4.047 0.320
H 5.088 -1.706 5.286 0.329
```

Properties
Kohn-Sham gap: 7.9 eV

***

Entry two
Computed, not measured: a 2-piece molecular cluster, C3H12N2O2 overall, with ωB97M-V/def2-TZVPD.

Structure (XYZ):
```
19
Properties=species:S:1:pos:R:3:mulliken_charge:R:1
N -2.449 -1.000 -0.766 -0.525
C -1.975 -0.957 0.603 -0.436
C -1.130 0.276 0.946 -0.525
N -0.158 0.612 -0.109 -0.403
C -0.592 1.666 -1.001 -0.450
O 0.024 2.888 -0.711 -0.500
H -1.812 -0.655 -1.471 0.185
H -2.687 -1.940 -1.053 0.226
H -2.854 -0.990 1.254 0.324
H -1.471 -1.887 0.918 0.267
H -0.513 0.064 1.830 0.292
H -1.706 1.179 1.147 0.321
H 0.044 -0.259 -0.582 0.243
H -1.675 1.867 -0.940 0.366
H -0.374 1.314 -2.026 0.323
H 0.966 2.790 -0.744 0.294
O 6.060 -1.528 1.241 -0.640
H 6.811 -1.302 0.680 0.322
H 5.490 -2.138 0.784 0.317
```

Properties
Kohn-Sham gap: 10.1 eV

***

Most stable to least stable, the ends of the list are entry two and entry one.

***

Entry one
Computed, not measured: a 2-piece molecular cluster, C4H13NO overall, with ωB97M-V/def2-TZVPD.

Structure (XYZ):
```
19
Properties=species:S:1:pos:R:3:mulliken_charge:R:1
C -2.545 -1.140 -0.604 -0.703
N -1.287 -0.647 -1.233 -0.221
H -2.553 -2.226 -0.650 0.318
H -2.545 -0.811 0.428 0.282
H -3.397 -0.744 -1.136 0.368
H -1.108 -1.122 -2.117 0.395
H -0.513 -0.725 -0.557 -0.001
H -1.343 0.357 -1.421 0.406
C 0.165 0.589 0.994 0.105
O 0.254 1.054 2.196 -0.764
C 1.490 0.094 0.358 -0.167
C 2.596 1.110 0.575 -1.226
H -0.331 1.331 0.257 0.008
H -0.561 -0.334 0.945 -0.195
H 1.352 -0.034 -0.729 0.177
H 1.731 -0.880 0.790 0.276
H 3.587 0.691 0.382 0.355
H 2.549 1.468 1.606 0.290
H 2.456 1.966 -0.085 0.297
```

Properties
Kohn-Sham gap: 6.0 eV

***

Entry two
Computed, not measured: a 2-piece molecular cluster, C4H13NO overall, with ωB97M-V/def2-TZVPD.

Structure (XYZ):
```
19
Properties=species:S:1:pos:R:3:mulliken_charge:R:1
C -0.101 -1.235 -0.985 -0.505
N -0.906 -0.062 -0.585 -0.352
C -0.186 1.169 -0.260 0.442
C 0.107 2.002 -1.515 -1.299
C 1.097 0.829 0.522 -1.266
H 0.747 -0.952 -1.618 0.257
H -0.654 -2.077 -1.391 0.374
H 0.291 -1.711 -0.068 -0.125
H -1.495 -0.046 -1.412 0.262
H -0.842 1.786 0.371 0.184
H 0.715 2.873 -1.231 0.372
H -0.707 2.345 -2.132 0.375
H 0.782 1.459 -2.184 0.292
H 1.577 1.817 0.528 0.372
H 1.772 0.373 -0.214 0.366
H 1.208 0.298 1.458 0.290
O -0.343 -2.229 2.574 -0.603
H 0.295 -2.221 1.840 0.240
H 0.224 -2.594 3.244 0.325
```

Properties
Kohn-Sham gap: 9.4 eV

***

Most stable to least stable, the ends of the list are entry two and entry one.

***

Entry one
Computed, not measured: a 9-piece molecular cluster, C17H45Cl6N8O11P overall, with ωB97M-V/def2-TZVPD.

Structure (XYZ):
```
88
Properties=species:S:1:pos:R:3:mulliken_charge:R:1
C 3.468 39.265 -11.967 -1.290
N 4.429 39.857 -10.985 0.659
C 4.974 38.933 -9.925 -0.469
P 4.619 41.575 -11.083 0.250
O 4.707 42.091 -12.501 -0.838
N 3.325 42.200 -10.150 0.206
C 2.745 43.500 -10.407 -1.205
C 3.095 41.723 -8.725 -0.818
N 6.017 41.908 -10.153 0.360
C 6.176 43.039 -9.215 -1.131
C 7.323 41.309 -10.457 -0.988
H 3.671 38.222 -12.207 0.355
H 3.615 39.773 -12.921 0.441
H 2.446 39.351 -11.597 0.323
H 5.915 38.561 -10.331 -0.114
H 4.302 38.092 -9.749 -0.006
H 5.026 39.462 -8.973 0.401
H 1.709 43.387 -10.728 0.310
H 2.892 44.130 -9.530 0.409
H 3.372 43.989 -11.153 0.384
H 3.159 40.637 -8.660 0.122
H 3.815 42.026 -7.965 0.258
H 2.090 42.056 -8.464 0.429
H 5.324 43.714 -9.130 0.267
H 6.417 42.701 -8.207 0.340
H 6.992 43.684 -9.541 0.462
H 7.658 41.739 -11.401 0.348
H 7.330 40.231 -10.615 0.147
H 8.110 41.683 -9.802 0.414
C -0.210 36.904 -11.848 -0.358
N -0.196 37.692 -13.080 0.951
O 0.684 37.354 -13.881 -0.542
O -1.158 38.406 -13.305 -0.568
H -0.427 37.638 -11.072 0.265
H 0.777 36.451 -11.753 -0.058
H -1.033 36.195 -11.944 0.304
C 6.272 32.541 -11.597 -0.656
N 5.012 31.828 -11.303 0.904
O 4.610 30.974 -12.099 -0.581
O 4.404 32.116 -10.284 -0.441
H 6.918 32.481 -10.721 0.239
H 5.952 33.583 -11.594 0.108
H 6.861 32.255 -12.468 0.392
C 1.466 33.782 -14.229 -0.765
N 2.203 34.031 -12.953 0.901
O 1.619 33.783 -11.912 -0.469
O 3.308 34.577 -13.032 -0.518
H 0.741 34.593 -14.289 0.243
H 0.879 32.866 -14.162 0.310
H 2.180 33.757 -15.053 0.292
C 8.155 30.864 -7.732 -0.844
N 6.699 30.861 -8.027 0.832
O 6.291 30.016 -8.815 -0.487
O 6.033 31.753 -7.523 -0.461
H 8.392 30.044 -7.055 0.313
H 8.480 31.767 -7.215 0.323
H 8.702 30.751 -8.669 0.314
C 7.387 36.147 -11.530 -0.745
N 8.035 37.239 -12.348 0.902
O 9.209 37.142 -12.663 -0.570
O 7.407 38.279 -12.466 -0.474
H 6.343 36.387 -11.731 0.303
H 7.592 36.085 -10.461 0.329
H 7.446 35.173 -12.015 0.310
Cl -0.884 34.322 -6.571 -0.175
C -0.522 36.047 -6.468 -0.010
C -1.735 36.854 -6.765 -0.740
Cl -2.192 36.798 -8.495 -0.168
H 0.240 36.350 -7.187 0.063
H -0.270 36.299 -5.438 0.268
H -1.682 37.910 -6.501 0.365
H -2.542 36.540 -6.103 0.413
Cl 2.311 36.352 -9.335 -0.185
C 2.767 34.691 -8.903 0.007
C 4.008 34.661 -8.118 -0.764
Cl 5.352 35.155 -9.096 0.018
H 2.934 34.142 -9.830 -0.211
H 1.872 34.234 -8.483 0.332
H 4.256 33.670 -7.737 0.384
H 4.110 35.389 -7.313 0.360
Cl 1.853 32.469 -2.736 -0.190
C 1.568 34.008 -3.493 -0.480
C 2.357 34.188 -4.743 -0.159
Cl 4.163 34.179 -4.448 -0.185
H 1.786 34.773 -2.749 0.393
H 0.499 34.007 -3.706 0.210
H 2.016 35.103 -5.228 0.081
H 2.120 33.447 -5.506 0.349
```

Properties
Kohn-Sham gap: 8.1 eV

***

Entry two
Computed, not measured: a 9-piece molecular cluster, C17H45Cl6N8O11P overall, with ωB97M-V/def2-TZVPD.

Structure (XYZ):
```
88
Properties=species:S:1:pos:R:3:mulliken_charge:R:1
C -1.181 -2.573 1.641 -1.313
N -0.638 -3.304 0.518 0.808
C 0.239 -2.582 -0.382 -0.752
P -1.249 -4.818 0.285 0.175
O -1.433 -5.573 1.526 -0.923
N -2.659 -4.619 -0.569 0.242
C -3.758 -5.589 -0.466 -1.182
C -2.660 -3.839 -1.768 -0.835
N -0.180 -5.485 -0.790 0.456
C -0.575 -6.295 -1.909 -1.187
C 1.234 -5.592 -0.461 -0.897
H -0.473 -1.822 2.002 0.377
H -1.315 -3.263 2.474 0.423
H -2.124 -2.081 1.376 0.312
H 1.266 -2.744 -0.054 -0.120
H 0.003 -1.521 -0.308 0.157
H 0.048 -2.878 -1.411 0.439
H -4.640 -5.125 -0.031 0.315
H -3.956 -6.034 -1.449 0.406
H -3.421 -6.433 0.141 0.368
H -2.122 -2.901 -1.613 0.117
H -2.155 -4.310 -2.622 0.243
H -3.700 -3.627 -2.007 0.441
H -1.654 -6.425 -1.991 0.336
H -0.211 -5.881 -2.856 0.330
H -0.165 -7.307 -1.807 0.425
H 1.366 -6.318 0.363 0.297
H 1.679 -4.665 -0.117 0.140
H 1.782 -6.059 -1.276 0.420
C -3.475 0.906 2.558 -0.376
N -3.751 -0.077 3.659 1.002
O -2.820 -0.382 4.370 -0.561
O -4.888 -0.414 3.848 -0.587
H -4.010 0.538 1.690 0.284
H -2.408 0.932 2.406 -0.087
H -3.899 1.850 2.882 0.323
C 3.891 2.313 2.510 -0.662
N 3.008 3.485 2.482 0.967
O 2.931 4.164 3.471 -0.613
O 2.398 3.672 1.465 -0.462
H 4.554 2.371 1.647 0.210
H 3.228 1.474 2.298 0.150
H 4.466 2.203 3.415 0.380
C -0.454 2.298 5.177 -0.817
N -0.001 2.149 3.776 0.932
O -0.504 2.859 2.939 -0.485
O 0.792 1.279 3.540 -0.524
H -1.424 1.805 5.215 0.240
H -0.613 3.349 5.386 0.324
H 0.278 1.846 5.826 0.306
C 6.449 4.032 -1.032 -0.848
N 5.094 4.448 -0.609 0.876
O 5.021 5.146 0.367 -0.502
O 4.159 4.033 -1.245 -0.486
H 6.944 4.883 -1.494 0.308
H 6.389 3.245 -1.773 0.323
H 6.996 3.710 -0.155 0.318
C 3.721 -1.447 1.481 -0.637
N 3.924 -2.845 1.931 0.963
O 5.044 -3.200 2.220 -0.584
O 2.958 -3.570 1.874 -0.506
H 2.652 -1.307 1.651 0.170
H 3.994 -1.238 0.459 0.342
H 4.170 -0.753 2.186 0.290
Cl -3.151 4.693 -2.121 -0.182
C -3.515 3.043 -2.666 -0.030
C -4.981 2.710 -2.457 -0.685
Cl -5.406 2.508 -0.746 -0.165
H -2.905 2.326 -2.122 0.053
H -3.342 2.990 -3.740 0.276
H -5.287 1.796 -2.967 0.349
H -5.611 3.471 -2.924 0.397
Cl -1.089 0.931 -0.131 -0.161
C 0.012 2.338 -0.257 0.130
C 1.169 2.091 -1.185 -0.746
Cl 2.252 0.849 -0.470 -0.027
H 0.401 2.512 0.744 -0.359
H -0.608 3.206 -0.476 0.357
H 1.772 2.984 -1.339 0.390
H 0.935 1.649 -2.150 0.387
Cl 0.126 6.312 -5.650 -0.196
C -0.779 4.830 -5.250 -0.508
C -0.135 4.027 -4.152 -0.100
Cl 1.472 3.426 -4.607 -0.177
H -0.879 4.253 -6.166 0.401
H -1.762 5.169 -4.924 0.227
H -0.802 3.203 -3.881 0.042
H -0.047 4.590 -3.224 0.335
```

Properties
Kohn-Sham gap: 8.4 eV

***

Most stable to least stable, the ends of the list are entry two and entry one.